Molecular formula: C4H8NO2
Method: DFT, ωB97M-V/def2-TZVPD

Total charge: -2
LUMO level (alpha / beta) (hartree): 0.27009 / 0.26301
HOMO-LUMO gap (alpha / beta) (eV): 4.61 / 6.19
⟨S²⟩: 0.75
Energy relative to the best compared isomer or geometry (same formula, charge and spin) (eV): 2.776
Multiplicity: 2

Each line ends with the natural charge from an NBO analysis.
Element x y z (Å)
O 0.0229 -1.0193 -2.8537  -0.85
C 0.3876 -1.1014 -1.6059  -0.02
C -0.3108 -0.1491 -0.6193  -0.15
C 0.4598 -0.2197 0.7852  -0.42
C -0.4599 0.3524 1.9680  -0.01
O 0.1123 0.4118 3.1829  -0.99
N -0.1712 1.2487 -1.1057  -0.89
H 0.5905 -2.1169 -1.1987  0.05
H -1.3742 -0.3351 -0.4084  0.15
H 0.9053 -1.2149 0.9483  0.17
H 1.3603 0.3325 0.4608  0.15
H -1.4101 -0.2873 1.8295  0.04
H -0.7022 1.3335 1.5497  0.09
H 0.7278 1.5994 -0.8119  0.33
H -0.1381 1.1656 -2.1206  0.36

---

Molecular formula: C10H12ClNPTb
Method: DFT, ωB97M-V/def2-TZVPD

Total charge: 0
LUMO level (alpha / beta) (hartree): -0.04102 / -0.05586
HOMO-LUMO gap (alpha / beta) (eV): 4.42 / 4.01
⟨S²⟩: 13.06
Multiplicity: 7

Each line ends with the Mulliken charge.
Element x y z (Å)
C -0.1186 0.1656 -2.4984  -0.35
C -1.0447 1.1076 -2.9889  -0.79
C -0.5971 2.4210 -2.6595  -0.40
C 0.6402 2.3262 -1.9553  -0.87
C 0.9956 0.9686 -1.8247  -0.17
Tb 1.0194 -2.1915 0.1590  1.10
P -1.0808 -3.8995 0.1160  -0.20
H -0.1433 -0.9239 -2.6067  0.29
H -1.9582 0.8658 -3.5308  0.37
H -1.1082 3.3472 -2.9107  0.40
H 1.9082 0.5501 -1.3882  0.32
H 1.2219 3.1644 -1.5757  0.43
H -0.9083 -5.1402 -0.6114  0.11
H -2.3242 -3.4994 -0.5098  0.16
H -1.6280 -4.4780 1.3228  0.14
Cl -0.4565 3.1444 1.3010  -0.19
C -0.0169 1.5422 1.7547  0.48
C 0.9997 1.3277 2.6947  -0.43
C 1.3921 0.0353 3.0076  -0.57
C 0.8210 -1.0339 2.3212  -0.41
N -0.0598 -0.7650 1.2744  -0.39
C -0.6166 0.4758 1.1168  -0.46
H 1.4389 2.1974 3.1788  0.39
H 2.1464 -0.1735 3.7666  0.37
H 0.8970 -2.0903 2.6465  0.34
H -1.4192 0.5559 0.4002  0.31

---

Molecular formula: C15H21IN3NaO5S3
Method: DFT, ωB97M-V/def2-TZVPD

Total charge: -2
LUMO level (hartree): 0.12557
HOMO-LUMO gap (eV): 4.62
Energy relative to the best compared isomer or geometry (same formula, charge and spin) (eV): 0.440

Each line ends with the natural charge from an NBO analysis.
Element x y z (Å)
Na -0.0773 -0.1333 0.6771  0.89
C 2.8990 1.3028 0.6410  -0.22
C 2.2273 1.6267 1.9800  -0.24
N 0.7914 1.8673 1.8788  -0.65
C 0.3644 3.1629 1.3861  -0.22
C 0.5939 3.4248 -0.1065  -0.55
S 0.0125 2.1766 -1.3043  0.22
C 1.5639 1.6060 -2.0588  -0.55
C 2.1478 0.3106 -1.5089  -0.23
N 2.1862 0.2726 -0.0626  -0.68
H 2.9429 2.1861 0.0088  0.18
H 3.9453 1.0353 0.8618  0.17
H 2.3427 0.7560 2.6253  0.25
H 2.7569 2.4785 2.4427  0.15
H 0.3692 1.6717 2.7894  0.38
H -0.7085 3.2494 1.5808  0.19
H 0.8580 3.9958 1.9264  0.15
H 0.0474 4.3430 -0.3421  0.21
H 1.6421 3.6335 -0.3147  0.20
H 1.2890 1.4354 -3.1004  0.28
H 2.2667 2.4414 -2.0246  0.19
H 1.5182 -0.5148 -1.8491  0.23
H 3.1354 0.1729 -1.9886  0.16
H 2.3268 -0.6406 0.3399  0.41
O 0.9925 -6.0285 2.9425  -0.60
C 0.8038 -4.8958 2.5271  0.35
C 1.5671 -3.6555 2.9325  0.33
O 2.5152 -3.5999 3.7121  -0.64
C 0.9617 -2.5439 2.1838  0.26
C -0.1110 -3.0278 1.3613  0.27
O -0.8070 -2.2779 0.6170  -0.80
C -0.2538 -4.4807 1.5141  0.34
O -1.0719 -5.2104 0.9701  -0.62
O 1.2969 -1.3176 2.2211  -0.83
I -5.5830 2.1732 -0.4583  -0.06
C -3.4298 2.0976 -0.7043  -0.73
H -3.1640 3.0760 -1.1247  0.21
H -3.0548 1.9943 0.2986  0.19
S -1.2499 0.7285 -4.2998  -0.51
C -1.9152 -0.4429 -3.1845  0.00
N -2.7944 -0.2414 -2.2793  -0.59
C -3.0908 -1.3937 -1.4402  -0.24
C -2.4858 -2.6904 -2.0221  -0.56
S -1.2546 -2.1189 -3.2262  0.15
H -3.2045 1.2762 -1.4693  0.31
H -4.1815 -1.4826 -1.3427  0.18
H -2.6863 -1.2333 -0.4359  0.21
H -3.2382 -3.2933 -2.5330  0.19
H -2.0022 -3.2716 -1.2376  0.27